No. 1
Here is the molecule C2H5NO2 in a non-equilibrium geometry from OMol25. Energies are from wB97M-V/def2-TZVPD.

Computed properties:
SMILES string: OC/C=N/O
HOMO in eV: -10.35
Energy above the lowest of the compared OMol25 structures with the same formula, charge and spin in kcal per mole: 86.1
Kohn-Sham gap in eV: 11.40

Each line ends with the natural charge from an NBO analysis.
Positions of all 10 atoms, in Å:
O -0.7563 -2.1934 -0.0310  -0.5632
H 1.2939 -1.0536 -0.3732  0.1915
O -0.6457 1.6178 0.0423  -0.7513
H -1.6527 -2.2094 0.1781  0.4688
H 1.3253 1.3374 0.8788  0.1924
C 0.5253 -0.3557 -0.1111  0.0688
N -0.6974 -0.7355 0.1360  -0.1977
C 0.7597 1.1736 -0.0770  -0.0996
H -1.2475 0.8594 0.2946  0.4932
H 1.0954 1.5593 -0.9374  0.1970

No. 2
Here is the molecule C12H17O6P in a non-equilibrium geometry from OMol25. Energies are from wB97M-V/def2-TZVPD.

Computed properties:
SMILES string: CCOP(=O)(OCC)[C@@H](O)c1ccc2c(c1)OCO2
HOMO in eV: -8.02
Energy above the lowest of the compared OMol25 structures with the same formula, charge and spin in kcal per mole: 0.0
Kohn-Sham gap in eV: 8.80

Each line ends with the natural charge from an NBO analysis.
Positions of all 36 atoms, in Å:
C -2.4630 2.1580 -1.5977  -0.6231
H 1.5767 -0.9455 1.8387  0.2199
C 2.5250 -0.2512 -1.7897  0.3032
H 0.8140 -1.4254 -2.3426  0.2431
H -1.6673 2.8800 -1.4344  0.2123
C 3.3020 0.2665 -0.7531  0.2151
O -0.6069 -2.8003 -0.9555  -0.7114
C 4.1985 0.9033 -2.6815  0.2369
H 5.0924 0.4263 -3.1156  0.1564
C 1.4114 -1.0155 -1.5465  -0.2770
C -1.9640 0.0539 4.1965  -0.6210
P -1.5022 -0.8102 0.5033  2.3509
H -2.6991 0.0123 -1.6948  0.2009
O -1.1356 -0.3601 1.9867  -0.8173
O -1.2264 0.5252 -0.3448  -0.8195
H -1.1668 0.6153 -2.3870  0.1785
H -1.5477 -2.9791 -0.8158  0.4961
O 3.0554 0.1362 -2.9925  -0.4910
H 4.0888 1.9156 -3.1029  0.1566
H -0.9566 0.2797 4.5357  0.2120
H -2.9315 2.3535 -2.5582  0.2148
C -0.1557 -2.0261 0.1190  -0.2542
H 3.5898 0.4343 1.3605  0.2283
H -1.9214 1.4573 2.5489  0.1808
C 1.0893 -1.2622 -0.2109  -0.0532
C -1.8965 0.7481 -1.5820  -0.0656
H -2.1568 -1.0036 4.3557  0.2145
O 4.3421 0.9881 -1.2802  -0.4780
O -2.8531 -1.3531 0.2974  -1.1137
C 2.9879 0.0316 0.5636  -0.2498
H -2.6748 0.6367 4.7755  0.2160
C -2.1033 0.3921 2.7230  -0.0694
C 1.8621 -0.7461 0.8177  -0.2052
H -3.1046 0.1389 2.3582  0.1971
H 0.0020 -2.6450 1.0159  0.2051
H -3.2043 2.2706 -0.8105  0.2109

No. 3
Here is a structure of composition C30H34GeIIrN4OS2Se in a non-equilibrium geometry from OMol25. Energies are from wB97M-V/def2-TZVPD.

Computed properties:
Net charge: -1
Multiplicity: 2
<S²>: 0.997
HOMO (spin up / spin down) in eV: -2.62 / -2.61
Kohn-Sham gap (spin up / spin down) in eV: 3.85 / 3.84

Each line ends with the Mulliken spin population.
Positions of all 75 atoms, in Å:
O 1.7573 1.6488 -0.7801  0.0399
H -4.2023 3.1980 2.9976  0.0011
S 3.5092 -4.5490 -2.9557  -0.0001
H 3.8215 0.9705 1.7767  -0.0021
H 2.5239 2.0778 1.3016  0.0063
H 0.8146 3.2103 3.3450  -0.0140
C -0.1068 3.7678 3.4850  0.0703
C -1.4066 2.2442 0.9537  0.9219
H -2.7167 0.6078 3.9837  -0.0053
H -8.1673 1.3085 2.4369  0.0000
C -4.4685 -2.5537 0.1319  -0.0003
H 2.4940 0.1982 -3.8815  0.0002
H -3.3872 4.5888 2.3042  -0.0018
H -0.0182 4.7031 2.9411  -0.0033
Ir -0.5022 0.6607 0.0521  0.0378
C 4.0916 -2.2845 -1.8836  -0.0031
H 5.9234 2.1066 0.2638  -0.0001
H 6.6469 1.9782 -2.1543  0.0000
H 5.6124 0.5088 -0.4250  0.0007
H 4.1470 2.7210 1.6605  0.0018
H -5.7071 1.2421 1.6236  0.0111
C -8.3338 -0.7649 1.9030  0.0001
N 0.0594 -1.2786 -0.8858  0.0427
C -4.6938 -1.2603 0.6430  0.0533
C 2.3241 1.1642 -3.3981  -0.0002
C -7.6953 0.4276 2.0377  -0.0001
N 3.9350 1.7543 -0.1689  0.0000
H 1.3490 1.1663 -2.9205  0.0001
C -1.6813 -4.5270 -1.2814  -0.0007
Ge -1.6528 2.6865 2.8138  0.0091
C 5.6008 2.1108 -1.8796  0.0005
H -0.2229 3.9811 4.5435  -0.0008
H 5.3702 3.1777 -1.9000  -0.0001
C -2.9105 -4.2205 -0.8120  0.0003
H -3.6669 0.5874 1.1167  -0.0310
N -2.4028 -0.7090 0.2196  0.0228
H -5.2729 -3.2768 0.1217  0.0002
H -0.9708 0.5870 4.1638  -0.0026
Se 0.6965 -0.0395 1.9360  -0.0581
C -0.6367 -3.5535 -1.3439  0.0012
C 1.2551 -1.5907 -1.3050  -0.0311
H -3.2716 4.2751 4.0312  0.0009
C 4.6952 1.3658 -2.8472  0.0000
H 2.3448 1.9527 -4.1538  0.0001
C 5.1540 -4.0158 -2.9711  -0.0004
C 3.5924 1.8872 1.2249  -0.0025
C -3.5845 -0.3986 0.6786  -0.0590
H 1.9750 -0.7868 -1.2977  0.0055
C -2.1781 -1.9333 -0.3360  -0.0014
H -3.6905 -4.9703 -0.7566  0.0000
C -3.3031 3.8055 3.0514  0.0050
N 3.3265 1.4062 -2.3897  -0.0008
H 4.7285 1.8217 -3.8432  0.0000
H -9.3404 -1.0288 2.1561  0.0000
C -3.2204 -2.9078 -0.3418  -0.0013
H 5.0267 0.3211 -2.9525  -0.0001
C -6.3603 0.3898 1.6049  -0.0034
C -1.8456 1.2290 4.1691  0.0317
S -7.3026 -1.9724 1.2330  0.0000
H -2.0497 2.8459 0.3134  -0.0364
I -1.4199 1.4648 -2.3362  0.0077
C 2.9432 1.5893 -1.0920  0.0138
C 1.6411 -2.8621 -1.7641  -0.0205
C 5.3305 1.5708 -0.4831  -0.0011
C -5.9658 -0.8439 1.1386  -0.0045
C 3.0008 -3.0929 -2.1263  0.0019
H -1.9372 1.6704 5.1601  0.0006
H 6.2501 -2.3051 -2.2648  0.0000
H 0.8614 -4.8354 -2.1780  0.0002
C 0.6335 -3.8452 -1.8089  0.0068
H -1.4458 -5.5315 -1.6084  0.0000
H 5.9022 -4.6354 -3.4229  0.0000
H 4.0140 -1.3592 -1.3436  0.0032
C 5.3000 -2.8064 -2.3655  0.0002
C -0.9126 -2.2403 -0.8588  -0.0127

No. 4
Here is a structure of composition C13H25AsCl2F6NO2P from OMol25. Energies are from wB97M-V/def2-TZVPD.

Computed properties:
Net charge: -1
Multiplicity: 2
<S²>: 0.754
HOMO (spin up / spin down) in eV: -6.22 / -6.72
Kohn-Sham gap (spin up / spin down) in eV: 8.52 / 9.02

Each line ends with the Mulliken spin population.
Positions of all 51 atoms, in Å:
N -2.2998 1.0083 -1.1508  0.4174
H 0.0028 3.4371 -1.4886  0.0007
C -0.2159 -0.9835 -1.0611  -0.0386
F 2.6975 1.6637 3.0861  0.0000
H 0.5578 -2.4613 0.2738  0.0002
H 1.0850 -2.3636 -3.6864  0.0002
H -1.5290 -4.2050 -2.3645  0.0007
F 5.3057 1.8648 5.3962  0.0000
H -0.6374 1.1489 1.1670  0.0005
H -3.9689 1.0826 0.8155  -0.0115
C 0.0400 0.4731 -1.5348  0.0730
H 0.2688 2.5061 0.5241  0.0009
H -0.6170 2.5729 -2.9029  0.0005
P -0.8020 -1.8979 -2.6045  0.0001
H -3.4431 -1.2176 -2.1099  0.0059
C -3.2925 0.2450 0.9915  0.0393
H -3.8767 -0.5768 1.4104  0.0025
C -0.8091 2.8103 -1.8583  0.0013
H 0.2121 -4.1536 -2.6609  0.0004
As 4.0101 1.7573 4.2446  0.0000
H 0.8643 0.0366 1.0604  -0.0017
H 2.8658 0.3635 -0.6694  -0.0008
C -0.6063 -3.6772 -2.1201  0.0017
H -1.7301 -2.1067 0.0341  -0.0001
H -1.4746 2.6395 0.7840  -0.0144
O 0.4523 -1.6406 -3.6523  -0.0010
Cl 2.2637 -2.3692 -1.2898  0.0002
H -1.0221 -0.8026 0.9273  0.0034
F 4.6251 3.1542 3.4071  0.0000
O -2.7780 1.0805 -2.3318  0.5252
F 3.0233 2.7869 5.2400  0.0000
Cl 1.9197 -1.6214 2.2718  0.0001
H 3.0442 0.8876 1.0234  0.0000
C 1.6148 -0.6875 0.7600  0.0012
H -0.0608 0.5130 -2.6214  0.0022
C -3.7439 -0.9833 -1.0936  0.0000
F 4.9757 0.7294 3.2240  0.0000
H -4.6691 -0.4081 -1.1379  -0.0014
H -2.5570 0.5396 1.7370  -0.0014
H -1.7348 3.3840 -1.8132  -0.0034
C -0.9219 1.5516 -0.9959  -0.0229
H 1.0627 0.7845 -1.3264  0.0000
C -0.6774 1.9688 0.4568  0.0246
C 2.8962 0.0337 0.3700  0.0003
C -2.6674 -0.2037 -0.3401  -0.0248
H 3.7530 -0.6267 0.4886  0.0001
C -1.4060 -1.0641 -0.0607  0.0242
C 0.9666 -1.6193 -0.2800  -0.0032
H -0.4120 -3.8060 -1.0555  -0.0009
H -3.9335 -1.9078 -0.5434  -0.0007
F 3.3792 0.3599 5.0608  0.0000

no.,E (Eh)
1,-284.33012
2,-1260.32637
3,-7134.63525
4,-4812.48251